{"formula": "C24H13F5O3", "method": "the ωB97M-V functional and the def2-TZVPD basis", "relative_energy_kj_mol": 0.0, "spin_multiplicity": 1, "total_energy_ha": -1647.4149, "elements": ["F", "F", "F", "F", "F", "O", "O", "O", "C", "C", "C", "C", "C", "C", "C", "C", "C", "C", "C", "C", "C", "C", "C", "C", "C", "C", "C", "C", "C", "C", "C", "C", "H", "H", "H", "H", "H", "H", "H", "H", "H", "H", "H", "H", "H"], "xyz": [[6.838, 3.594, -0.673], [6.455, 5.679, -1.521], [2.643, 2.281, -5.284], [5.120, 4.767, 0.013], [-3.840, -2.835, -0.306], [2.009, -0.033, 1.632], [-0.879, 0.895, -2.047], [2.269, 1.028, -0.417], [-0.855, -0.854, 0.679], [1.590, 0.214, 0.503], [3.833, 3.188, -1.909], [-6.327, -3.847, 2.948], [-2.977, -2.397, 1.899], [-3.974, -3.262, 2.530], [3.004, 2.633, -2.916], [-4.569, -4.953, 4.156], [-1.956, -1.762, 2.652], [1.412, 1.296, -1.412], [4.581, 3.464, -4.538], [-1.879, -1.460, -0.091], [0.211, -0.042, 0.038], [3.391, 2.794, -4.253], [1.710, 1.973, -2.569], [-2.934, -2.219, 0.500], [-3.620, -4.178, 3.490], [5.914, 4.515, -1.085], [0.168, 0.655, -1.167], [5.359, 4.044, -3.556], [-5.911, -4.787, 3.905], [-0.903, -1.010, 2.085], [5.014, 3.911, -2.195], [-5.365, -3.078, 2.332], [6.216, 4.671, -3.825], [-6.662, -5.440, 4.369], [-4.220, -5.678, 4.898], [-1.930, -1.334, -1.162], [4.934, 3.579, -5.541], [-0.729, 1.744, -2.565], [3.549, 3.016, -0.854], [0.988, 1.925, -3.367], [-7.358, -3.734, 2.729], [-0.176, -0.522, 2.721], [-5.667, -2.274, 1.732], [-1.907, -1.825, 3.738], [-2.567, -4.341, 3.704]]}

---

{"formula": "C25H40B3F9N2O13S2", "method": "the ωB97M-V functional and the def2-TZVPD basis", "spin_multiplicity": 1, "total_energy_ha": -3834.2525, "elements": ["S", "S", "F", "F", "F", "F", "F", "F", "F", "F", "F", "O", "O", "O", "O", "O", "O", "O", "O", "O", "O", "O", "O", "O", "N", "N", "C", "C", "C", "C", "C", "C", "C", "C", "C", "C", "C", "C", "C", "C", "C", "C", "C", "C", "C", "C", "C", "C", "C", "C", "C", "B", "B", "B", "H", "H", "H", "H", "H", "H", "H", "H", "H", "H", "H", "H", "H", "H", "H", "H", "H", "H", "H", "H", "H", "H", "H", "H", "H", "H", "H", "H", "H", "H", "H", "H", "H", "H", "H", "H", "H", "H", "H", "H"], "xyz": [[-0.300, -4.125, 1.369], [-6.475, 1.450, -1.235], [-1.581, -10.675, 5.490], [6.863, 3.356, 1.189], [-3.577, -11.520, 5.461], [-3.258, -9.510, 6.200], [-2.993, 9.220, -4.612], [6.429, 5.420, 0.699], [-4.426, 8.262, -5.921], [5.018, 3.870, 0.170], [-2.555, 7.278, -5.470], [1.955, 3.056, -1.110], [-1.489, 3.847, -0.267], [6.504, 3.324, -1.978], [-3.819, -8.905, 3.648], [-4.549, 0.023, 0.229], [3.036, 1.271, 0.824], [-3.260, 6.903, -2.938], [-2.458, -10.581, 2.987], [-5.376, 7.368, -3.578], [8.194, 4.523, -1.078], [1.061, -5.244, -0.589], [-3.910, 2.219, -0.445], [-3.666, 1.532, 1.798], [-0.443, -6.023, -1.977], [-1.104, -5.420, -0.902], [3.701, 0.385, 1.706], [7.003, 3.952, -1.092], [-2.622, -10.209, 1.600], [-3.113, -9.843, 3.866], [8.568, 5.377, -3.336], [-3.069, -2.341, 1.468], [-3.725, 6.277, -1.718], [6.305, 4.162, 0.271], [0.799, -5.883, -1.750], [-2.851, -0.902, 1.973], [0.874, 3.173, -0.206], [-2.871, -10.395, 5.290], [8.982, 4.376, -2.282], [-2.666, -3.394, 2.511], [-1.924, 3.196, 0.919], [-1.728, -9.047, 1.235], [-0.181, -4.985, -0.126], [2.320, 1.726, -1.423], [-4.163, 4.851, -1.951], [-1.970, -4.608, 1.901], [5.194, 0.204, 1.468], [-3.528, 8.043, -4.968], [-0.463, 3.143, -0.946], [3.421, 1.186, -0.532], [-4.193, 7.381, -3.739], [-4.853, 1.207, -0.420], [-3.731, 0.208, 1.337], [-3.214, 2.325, 0.748], [-2.358, -11.102, 1.038], [0.934, 2.356, 0.518], [-0.795, 2.114, -1.141], [7.545, 5.200, -3.664], [10.008, 4.542, -1.962], [-2.513, -4.974, 1.032], [3.213, -0.599, 1.686], [5.404, -0.490, 0.654], [-4.107, -2.470, 1.167], [-2.008, -8.154, 1.793], [8.627, 6.391, -2.941], [-3.546, -3.761, 3.045], [-1.818, -0.609, 1.734], [-4.436, 4.394, -1.007], [-2.905, -0.832, 3.064], [-2.870, 6.309, -1.046], [8.900, 3.351, -2.643], [3.555, 0.802, 2.704], [-5.027, 4.812, -2.615], [-1.154, 2.531, 1.333], [1.598, -6.219, -2.388], [-3.358, 4.274, -2.404], [-1.807, -8.828, 0.171], [-0.335, 3.636, -1.911], [-2.414, -2.479, 0.605], [0.960, 4.101, 0.361], [5.701, 1.152, 1.297], [3.616, 0.150, -0.839], [-0.688, -9.277, 1.471], [9.228, 5.298, -4.199], [2.711, 1.740, -2.444], [-3.670, -9.987, 1.405], [-4.522, 6.881, -1.287], [-2.018, -2.944, 3.268], [4.317, 1.785, -0.716], [-2.081, 3.948, 1.702], [-1.862, -5.401, 2.640], [1.446, 1.064, -1.424], [-7.216, 1.055, -0.197], [5.621, -0.247, 2.367]]}

---

For reference, Kohn-Sham gap by record: 7.25; 9.46 eV.
For reference, HOMO level by record: -8.4637; -9.2731 eV.
For reference, lowest unoccupied orbital energy by record: -1.216; 0.185 eV.